{
  "formula": "C19H20BN10OOsS",
  "method": "ωB97M-V/def2-TZVPD",
  "species": ["Os", "C", "C", "N", "N", "C", "B", "N", "C", "C", "C", "N", "N", "C", "C", "C", "N", "N", "C", "C", "C", "N", "H", "H", "H", "H", "H", "H", "H", "H", "H", "H", "H", "H", "N", "C", "S", "N", "C", "C", "C", "C", "C", "C", "H", "H", "H", "H", "H", "H", "H", "H", "O"],
  "coordinates": [[1.170, -0.466, 0.127], [-1.590, -1.469, -3.130], [-0.613, -1.928, -2.254], [-0.149, -0.918, -1.518], [-0.807, 0.203, -1.906], [-1.683, -0.116, -2.872], [-0.537, 1.606, -1.276], [0.977, 1.964, -1.447], [1.577, 3.158, -1.551], [2.950, 2.988, -1.408], [3.110, 1.632, -1.181], [1.926, 1.020, -1.243], [-0.871, 1.546, 0.243], [-1.243, 2.518, 1.082], [-1.209, 2.043, 2.379], [-0.770, 0.750, 2.262], [-0.591, 0.417, 0.966], [-1.381, 2.634, -1.976], [-1.199, 3.130, -3.232], [-2.328, 3.842, -3.559], [-3.172, 3.718, -2.432], [-2.611, 2.985, -1.494], [-2.148, -2.036, -3.852], [-0.213, -2.921, -2.124], [-2.313, 0.641, -3.312], [0.994, 4.048, -1.723], [3.713, 3.743, -1.468], [4.006, 1.061, -1.004], [-1.544, 3.476, 0.694], [-1.479, 2.573, 3.274], [-0.571, 0.024, 3.032], [-0.298, 2.929, -3.788], [-2.516, 4.378, -4.474], [-4.154, 4.128, -2.263], [0.153, -3.140, 2.172], [1.402, -3.385, 1.795], [2.283, -2.620, 0.601], [2.099, -4.392, 2.479], [1.648, -5.501, 3.115], [2.596, -6.215, 3.916], [2.212, -7.342, 4.579], [0.892, -7.807, 4.454], [-0.039, -7.130, 3.638], [0.317, -5.993, 2.973], [-0.398, -2.462, 1.652], [-0.244, -3.518, 3.019], [3.105, -4.261, 2.448], [3.606, -5.832, 4.001], [2.918, -7.877, 5.200], [0.587, -8.704, 4.977], [-1.036, -7.532, 3.523], [-0.378, -5.511, 2.303], [2.164, 0.121, 1.487]],
  "forces_ev_per_a": [[0.000, -0.129, -0.230], [0.042, -0.046, 0.041], [0.000, -0.077, -0.016], [0.251, 0.268, 0.355], [-0.015, -0.098, -0.001], [-0.030, 0.152, 0.006], [-0.494, 0.323, -0.490], [-0.100, 0.244, -0.149], [0.005, 0.004, -0.019], [-0.225, -0.010, -0.024], [0.263, 0.213, -0.223], [-0.202, -0.662, 0.912], [-0.167, 0.134, 0.171], [-0.073, 0.098, -0.666], [-0.091, 0.118, 0.246], [0.083, -0.524, -0.078], [0.573, 0.246, 0.188], [-0.088, 0.005, 0.241], [-0.406, 0.242, -0.004], [0.188, -0.063, -0.094], [0.261, -0.099, -0.115], [0.266, -0.205, 0.154], [-0.001, -0.001, -0.003], [-0.009, -0.006, -0.015], [-0.001, -0.009, -0.007], [0.031, 0.007, -0.030], [-0.007, 0.013, -0.003], [0.001, 0.025, 0.038], [-0.030, 0.007, 0.007], [-0.005, 0.010, 0.012], [0.034, -0.004, 0.047], [0.004, 0.038, -0.054], [-0.001, -0.007, 0.025], [0.002, 0.028, -0.063], [0.022, 0.218, -0.286], [-0.084, 0.033, -0.049], [-0.229, -0.162, 0.055], [-0.068, -0.177, 0.105], [0.073, 0.108, -0.091], [0.000, 0.042, -0.046], [0.009, 0.000, 0.005], [0.020, 0.014, 0.000], [-0.031, 0.008, -0.019], [-0.019, -0.075, 0.039], [0.140, -0.105, 0.136], [0.061, 0.067, 0.005], [0.017, 0.001, 0.040], [0.004, -0.008, 0.004], [0.004, 0.000, 0.002], [-0.001, -0.009, 0.007], [-0.003, -0.002, -0.003], [-0.003, -0.065, -0.003], [0.031, -0.121, -0.056]],
  "total_charge": 2,
  "homo_energy_ha": [-0.49534, -0.49539],
  "spin_multiplicity": 6,
  "de_lowest_kcal_mol": 28.2
}